Molecular formula: C7H18ClN2O2S2
Method: DFT, ωB97M-V/def2-TZVPD

Last column: Mulliken charge in e.
CARTESIAN COORDINATES (ANGSTROEM)
C: -0.0678 1.7464 -1.7693  -0.747
N: -1.3686 1.0774 -1.6562  -0.191
C: -1.4275 -0.3291 -1.6782  -0.614
S: -2.2450 -0.9873 -0.1410  0.194
C: -2.1647 -2.7621 -0.4209  -0.565
N: -0.8078 -3.2829 -0.4251  -0.496
C: -1.1772 -0.8019 1.3068  -0.840
C: -0.3222 0.4682 1.3690  -0.918
C: 1.1234 0.2565 0.8998  0.200
C: 2.1850 0.9093 1.7969  -1.086
S: 3.1683 2.1008 0.9349  1.103
O: 3.5794 1.5189 -0.2926  -0.521
O: 4.0855 2.7097 1.8220  -0.530
Cl: 1.7271 3.4801 0.5188  -0.199
H: 0.1326 2.3820 -0.9075  -0.007
H: 0.7417 1.0229 -1.8564  0.396
H: -0.0342 2.3728 -2.6581  0.398
H: -2.0607 1.4893 -2.2602  0.276
H: -2.1040 -0.7178 -2.4428  0.446
H: -0.4600 -0.8095 -1.8115  0.393
H: -2.7400 -3.1933 0.3976  0.408
H: -2.6974 -2.9174 -1.3606  0.454
H: -0.1053 -2.6063 -0.6825  0.149
H: -0.7241 -4.0937 -1.0213  0.288
H: -0.5637 -1.6954 1.3981  0.624
H: -1.8935 -0.8148 2.1278  0.446
H: -0.7911 1.2915 0.8347  0.440
H: -0.3119 0.7545 2.4203  0.614
H: 1.3567 -0.8075 0.8543  0.391
H: 1.2673 0.6326 -0.1126  -0.303
H: 1.7735 1.4144 2.6685  0.400
H: 2.9263 0.1915 2.1474  0.401

Calculated values
* 2S+1: 1
* highest occupied orbital energy: -13.3 eV
* electronic energy: -1793.77351 Eh
* total charge: +1

Molecular formula: C7H18ClORhSc
Method: DFT, ωB97M-V/def2-TZVPD

Last column: Löwdin spin population.
CARTESIAN COORDINATES (ANGSTROEM)
Rh: -0.4121 -0.2751 1.1176  2.107
Cl: -0.3006 0.8322 -0.8985  0.180
C: -2.1575 -0.9763 0.9431  0.201
H: -2.2872 -1.8381 1.6151  0.040
H: -2.3142 -1.2666 -0.1029  0.033
H: -2.8435 -0.1561 1.1951  0.026
Sc: 0.2351 0.2182 -3.1594  0.140
C: -1.6959 0.8720 -3.9219  0.009
C: 2.0351 1.4417 -3.2727  0.008
C: 0.6921 -1.5356 -4.2422  0.747
H: 2.7669 1.0390 -2.5550  0.000
H: 2.4370 1.2955 -4.2959  0.003
H: 1.8174 2.4987 -3.0707  0.001
H: -2.4751 0.2233 -3.4934  0.000
H: -1.8880 1.9252 -3.6816  0.001
H: -1.6640 0.7004 -5.0163  0.003
H: -0.0435 -2.1120 -4.8382  0.059
H: 1.7147 -1.8543 -4.5268  0.059
C: 1.6354 -0.6726 4.3550  0.018
C: 0.5038 -0.4178 3.3463  0.071
C: -0.4561 0.6892 3.7755  0.040
O: 1.1422 -0.0394 2.1523  0.203
H: 2.1850 0.2609 4.5037  0.003
H: 2.3072 -1.4207 3.9374  0.001
H: 1.2464 -1.0166 5.3131  0.001
H: -0.0972 -1.3405 3.1501  0.027
H: 0.1236 1.5865 4.0569  0.000
H: -1.1671 0.9826 2.9728  0.017
H: -1.0399 0.3566 4.6417  0.002

Calculated values
* 2S+1: 5
* highest occupied orbital energy (spin up / spin down): -3.5 / -4.7 eV
* expectation value of S²: 6.01
* electronic energy: -1684.02949 Eh
* total charge: -1
* relative energy (zero: lowest compared OMol25 entry of this formula, charge and spin): 114.9 kJ/mol

Molecular formula: C7H18ClOS
Method: DFT, ωB97M-V/def2-TZVPD

Last column: Mulliken charge in e.
CARTESIAN COORDINATES (ANGSTROEM)
C: 1.6649 -2.5523 -0.8829  -1.437
C: 0.6797 -1.9433 -1.9416  0.802
C: 0.4637 -0.4523 -1.5739  -1.759
C: -0.6076 -2.8181 -2.0131  -0.769
S: -2.1623 -2.0714 -1.4272  0.202
Cl: -2.2488 -2.5716 0.5730  0.021
H: 2.1661 -3.4548 -1.2428  0.373
H: 1.0631 -2.7292 0.0238  0.365
H: 2.3767 -1.7623 -0.6108  0.383
H: 1.1410 -1.9657 -2.9418  0.340
H: 0.0080 -0.4018 -0.5695  0.439
H: 1.4512 0.0070 -1.4631  0.423
H: -0.1101 0.1083 -2.3268  0.418
H: -0.4472 -3.7117 -1.3844  0.487
H: -0.7960 -3.2162 -3.0236  0.417
H: -2.0551 -0.7036 -1.4017  0.293
C: 0.4094 3.6703 1.7741  -1.372
C: -0.3001 2.4101 1.3067  0.481
C: -1.1982 1.8437 2.3962  -1.212
O: 0.6663 1.4272 0.9182  -0.498
H: 1.0482 3.4572 2.6355  0.363
H: 1.0548 4.0610 0.9863  0.339
H: -0.3049 4.4450 2.0555  0.380
H: -0.8963 2.6337 0.4194  0.246
H: -0.6121 1.5708 3.2778  0.333
H: -1.6966 0.9346 2.0501  0.251
H: -1.9594 2.5648 2.6960  0.385
H: 1.2016 1.2206 1.6905  0.305

Calculated values
* 2S+1: 1
* highest occupied orbital energy: -13.0 eV
* electronic energy: -1210.80943 Eh
* total charge: +1
* relative energy (zero: lowest compared OMol25 entry of this formula, charge and spin): 51.5 kJ/mol